w.
The following is a DFT calculation (wB97M-V/def2-TZVPD) of an isolated molecule of C9H8N2.

Each atom is followed by the atoms it is bonded to, with distances in Å.
Atoms and positions in Å:
1 C -3.1003 0.0529 -0.0028  C2 1.416, C6 1.386, H10 1.065
2 C -2.4156 -1.1258 -0.3863  C1 1.416, C3 1.426, H11 0.919
3 C -0.9901 -1.1635 -0.3809  C2 1.426, C4 1.451, H12 0.904
4 C -0.3395 0.1075 -0.1213  C3 1.451, C5 1.349, C7 1.585
5 C -1.0242 1.2296 0.1821  C4 1.349, C6 1.369, H13 1.254
6 C -2.3892 1.2060 0.2884  C1 1.386, C5 1.369, H14 1.170
7 C 1.2440 0.1645 -0.1011  C4 1.585, N18 1.315, N19 1.266
8 C 3.2921 -0.5336 0.3038  C9 1.361, H16 1.046, N18 1.389
9 C 3.2855 0.6223 -0.4157  C8 1.361, H17 1.200, N19 1.434
10 H -4.1614 -0.0378 -0.0217  C1 1.065
11 H -2.8983 -1.8506 -0.6813  C2 0.919
12 H -0.4000 -1.8058 -0.6179  C3 0.904
13 H -0.4554 2.2540 0.6288  C5 1.254
14 H -3.1897 2.0518 0.4047  C6 1.170
15 H 1.4956 -1.5132 1.0536  N18 1.029
16 H 3.9415 -1.2351 0.7293  C8 1.046
17 H 4.2253 1.3361 -0.6316  C9 1.200
18 N 1.9377 -0.8063 0.4510  C7 1.315, C8 1.389, H15 1.029
19 N 1.9420 1.0470 -0.6809  C7 1.266, C9 1.434

Orbital gap   9.5877 eV
Structure (SMILES)   c1ccc(-c2ncc[nH]2)cc1
M   144.2 g mol⁻¹

***

x.
The following is a DFT calculation (wB97M-V/def2-TZVPD) of an isolated molecule of C9H8N2.

Each atom is followed by the atoms it is bonded to, with distances in Å.
Atoms and positions in Å:
1 C -2.6614 1.1400 -0.0052  C2 1.431, C5 1.458, H10 1.034
2 C -3.2229 -0.1759 0.0099  C1 1.431, C3 1.350, H11 1.054
3 C -2.3598 -1.2139 0.0235  C2 1.350, H12 1.092, N18 1.371
4 C -0.4589 0.0725 -0.0295  C5 1.412, C6 1.474, N18 1.331
5 C -1.2091 1.2688 -0.0339  C1 1.458, C4 1.412, H13 1.212
6 C 1.0140 0.1370 -0.0195  C4 1.474, C7 1.354, N19 1.353
7 C 1.9125 1.1500 -0.0189  C6 1.354, C8 1.394, H14 1.081
8 C 3.1739 0.5574 0.0277  C7 1.394, C9 1.267, H15 1.283
9 C 3.0455 -0.7024 -0.0224  C8 1.267, H16 1.180, N19 1.378
10 H -3.3835 1.8737 0.0861  C1 1.034
11 H -4.2651 -0.2321 -0.1349  C2 1.054
12 H -2.6380 -2.2699 0.0463  C3 1.092
13 H -0.8083 2.4119 0.0082  C5 1.212
14 H 1.5305 2.1567 0.0749  C7 1.081
15 H 4.0886 1.4463 0.1622  C8 1.283
16 H 3.8805 -1.5332 -0.0857  C9 1.180
17 H 1.1824 -2.0561 -0.1030  N19 1.161
18 N -0.9903 -1.1453 0.0401  C3 1.371, C4 1.331
19 N 1.7060 -1.0259 0.0107  C6 1.353, C9 1.378, H17 1.161

Orbital gap   8.7489 eV
Structure (SMILES)   c1ccc(-c2ccc[nH]2)nc1
M   144.2 g mol⁻¹

***

x is favored, and the nearest alternative lies 13.9 kcal/mol above it.

***

w.
The following is a DFT calculation (wB97M-V/def2-TZVPD) of a cluster of 2 separate species, C5H14 in total.

Each atom is followed by the atoms it is bonded to, with distances in Å.
Atoms and positions in Å:
1 C -1.6878 0.5064 0.8490  C2 1.545, C3 1.555, H4 1.096, H5 1.087
2 C -0.7406 1.2586 1.8107  C1 1.545, H6 1.094, H7 1.100, H9 1.086
3 C -1.0908 -0.8649 0.4233  C1 1.555, H8 1.095, H10 1.081, H11 1.117
4 H -1.7142 1.1054 -0.0682  C1 1.096
5 H -2.6681 0.3712 1.2977  C1 1.087
6 H -1.1323 1.4422 2.8153  C2 1.094
7 H 0.1643 0.6675 2.0138  C2 1.100
8 H -1.8943 -1.6052 0.4906  C3 1.095
9 H -0.3966 2.1996 1.3916  C2 1.086
10 H -0.2602 -1.1253 1.0636  C3 1.081
11 H -0.9161 -0.8751 -0.6802  C3 1.117
12 C 1.9729 -0.7041 -0.8698  C13 1.485, H14 1.135, H15 1.115, H16 1.082
13 C 1.4349 -0.1734 -2.1485  C12 1.485, H17 1.094, H18 1.137, H19 1.093
14 H 1.3970 -0.2835 0.0126  C12 1.135
15 H 1.6366 -1.7496 -0.6781  C12 1.115
16 H 3.0283 -0.4704 -0.8264  C12 1.082
17 H 0.3641 -0.2790 -2.3456  C13 1.094
18 H 1.5454 0.9534 -2.0411  C13 1.137
19 H 2.0238 -0.5128 -3.0043  C13 1.093

Total charge   +1
2S+1   2
Orbital gap (alpha / beta)   13.5065 / 3.9398 eV
M   74.2 g mol⁻¹

***

x.
The following is a DFT calculation (wB97M-V/def2-TZVPD) of a cluster of 2 separate species, C5H14 in total.

Each atom is followed by the atoms it is bonded to, with distances in Å.
Atoms and positions in Å:
1 C 0.1611 -0.2787 2.2145  C2 1.465, C3 1.468, H4 1.155, H5 1.136
2 C 0.2307 0.3536 0.8945  C1 1.465, H6 1.105, H8 1.089, H9 1.105
3 C 0.4111 -1.7226 2.2983  C1 1.468, H7 1.095, H10 1.104, H11 1.111
4 H 0.8860 0.2395 2.9487  C1 1.155
5 H -0.6097 -0.0496 3.0169  C1 1.136
6 H -0.4311 1.2337 0.8051  C2 1.105
7 H 1.3306 -1.9782 1.7613  C3 1.095
8 H 0.0062 -0.3160 0.0652  C2 1.089
9 H 1.1769 0.8496 0.6110  C2 1.105
10 H 0.3742 -2.1497 3.3158  C3 1.104
11 H -0.4179 -2.3811 1.9613  C3 1.111
12 C 0.3147 0.5961 -2.7947  C13 1.521, H14 1.095, H15 1.089, H16 1.087
13 C -1.0964 0.9999 -2.3963  C12 1.521, H17 1.090, H18 1.090, H19 1.096
14 H 0.7881 -0.0933 -2.0880  C12 1.095
15 H 0.2372 0.0141 -3.7124  C12 1.089
16 H 1.0156 1.3959 -3.0184  C12 1.087
17 H -1.5011 1.6083 -3.2057  C13 1.090
18 H -1.3597 1.4432 -1.4359  C13 1.090
19 H -1.7125 0.0938 -2.4239  C13 1.096

Total charge   +1
2S+1   2
Orbital gap (alpha / beta)   11.4307 / 4.3094 eV
M   74.2 g mol⁻¹

***

x is favored, and the nearest alternative lies 14.4 kcal/mol above it.